(1)
187
Properties=species:S:1:pos:R:3 method="wB97M-V/def2-TZVPD" homo_ev="-4.986 / -4.952" spin_multiplicity=2 largest_force_ev_per_a=6.8 e_tot_ha=-6336.9532 charge=-1 s_squared=0.78 lumo_ev="1.800 / -0.474" homo_lumo_gap_ev="6.8 / 4.5"
Cu 13.17 16.19 12.32
B 15.64 16.31 14.43
F 14.98 15.41 13.64
F 15.54 15.84 15.71
F 16.89 16.43 13.96
F 14.99 17.46 14.20
C 9.13 17.92 11.09
C 10.24 17.65 11.82
C 11.04 18.78 12.46
O 12.23 18.62 12.91
C 10.67 20.07 12.40
C 9.37 20.47 11.70
C 8.63 19.31 10.93
O 7.68 19.63 10.23
O 8.86 21.65 11.63
O 10.59 16.42 11.89
H 8.58 17.07 10.70
H 11.19 20.88 12.87
C 18.49 18.10 11.73
C 18.62 16.77 11.00
C 19.92 16.00 11.37
O 21.12 16.76 11.44
C 22.32 16.08 11.71
N 17.41 16.01 11.32
H 18.31 17.94 12.79
H 17.78 18.81 11.31
H 19.47 18.53 11.53
H 18.72 16.95 9.92
H 19.91 15.13 10.70
H 19.69 15.74 12.41
H 22.17 15.01 11.76
H 22.81 16.51 12.60
H 23.05 16.36 10.95
H 17.30 16.03 12.33
H 17.62 15.07 11.00
C 11.03 13.97 15.47
C 12.21 14.30 14.59
C 12.08 13.65 13.25
O 13.21 14.05 12.52
C 14.17 13.14 11.95
N 12.22 15.73 14.50
H 11.23 14.20 16.52
H 10.84 12.90 15.45
H 10.16 14.55 15.13
H 13.14 13.89 14.99
H 11.07 13.79 12.87
H 12.23 12.57 13.36
H 15.04 13.73 11.68
H 13.75 12.55 11.14
H 14.54 12.44 12.71
H 12.57 16.01 15.41
H 11.22 15.93 14.43
C 15.36 18.11 8.93
C 14.32 17.30 9.89
C 14.05 15.87 9.40
O 13.06 15.26 10.24
C 12.13 14.39 9.60
N 14.77 17.40 11.25
H 16.21 17.47 8.70
H 15.67 19.08 9.32
H 14.83 18.28 7.99
H 13.38 17.85 9.83
H 14.96 15.27 9.45
H 13.72 16.07 8.37
H 12.62 13.76 8.86
H 11.38 15.07 9.19
H 11.74 13.68 10.33
H 14.90 18.35 11.57
H 15.76 17.11 11.27
C 19.70 22.73 17.74
C 18.37 22.73 17.05
C 17.82 21.34 16.55
O 16.55 21.56 15.88
C 16.04 20.40 15.16
N 17.47 23.20 18.06
H 19.95 23.68 18.22
H 20.44 22.38 17.02
H 19.72 22.00 18.56
H 18.34 23.38 16.17
H 17.78 20.68 17.43
H 18.54 20.86 15.88
H 16.88 20.11 14.51
H 15.34 20.67 14.37
H 15.71 19.54 15.75
H 17.20 22.44 18.69
H 16.53 23.37 17.71
C 19.74 17.45 18.39
C 19.33 17.10 16.97
C 20.51 16.66 16.05
O 21.42 17.68 15.66
C 20.92 18.42 14.55
N 18.29 16.02 17.07
H 20.38 16.73 18.90
H 18.90 17.58 19.07
H 20.34 18.37 18.40
H 18.90 17.99 16.49
H 19.98 16.30 15.16
H 20.92 15.72 16.43
H 21.80 18.87 14.09
H 20.19 19.14 14.91
H 20.53 17.80 13.73
H 17.55 16.17 17.75
H 17.73 16.08 16.22
C 14.71 10.40 16.46
C 14.73 11.56 17.19
C 15.31 12.72 16.67
C 15.85 12.70 15.41
C 15.87 11.52 14.70
C 15.29 10.42 15.21
O 15.61 9.19 14.60
O 15.26 13.95 17.27
H 14.42 9.43 16.84
H 14.47 11.63 18.24
H 16.31 13.58 14.99
H 16.42 11.42 13.77
H 15.83 8.59 15.31
H 15.61 14.63 16.68
C 20.87 12.58 21.36
C 20.87 12.87 20.01
C 19.93 13.79 19.56
C 19.04 14.39 20.48
C 19.07 14.02 21.76
C 20.00 13.14 22.23
O 20.03 12.78 23.52
O 19.89 14.19 18.27
H 21.66 11.93 21.71
H 21.67 12.42 19.43
H 18.40 15.20 20.19
H 18.46 14.57 22.46
H 20.86 12.59 23.96
H 19.23 14.86 18.00
C 19.62 12.75 15.02
C 19.39 12.71 13.65
C 20.32 12.21 12.86
C 21.53 11.78 13.34
C 21.88 11.94 14.63
C 20.87 12.34 15.54
O 20.98 12.10 16.87
O 20.03 12.14 11.55
H 18.81 12.93 15.72
H 18.40 12.78 13.22
H 22.20 11.28 12.65
H 22.80 11.50 14.99
H 20.69 12.92 17.33
H 20.77 11.73 11.10
C 14.49 23.29 9.08
C 13.66 22.16 9.07
C 13.14 21.58 10.20
C 13.30 22.25 11.36
C 13.97 23.43 11.45
C 14.60 23.97 10.33
O 15.14 25.24 10.36
O 12.57 20.31 10.12
H 14.87 23.71 8.16
H 13.48 21.61 8.15
H 12.88 21.87 12.27
H 13.96 23.94 12.40
H 14.98 25.76 11.15
H 12.21 20.01 10.97
C 15.41 17.51 18.94
C 15.54 18.88 19.17
C 15.99 19.41 20.33
C 16.19 18.53 21.37
C 16.14 17.12 21.14
C 15.77 16.58 19.90
O 15.86 15.25 19.67
O 16.30 20.72 20.37
H 15.02 17.20 17.98
H 15.35 19.56 18.34
H 16.51 18.89 22.34
H 16.28 16.34 21.88
H 15.41 14.91 18.88
H 15.60 21.27 20.02
C 12.47 20.40 16.02
C 12.47 18.98 16.16
C 11.89 18.43 17.30
C 11.51 19.25 18.33
C 11.59 20.64 18.23
C 12.05 21.21 17.07
O 12.11 22.55 16.80
O 11.70 17.10 17.40
H 12.97 20.72 15.11
H 12.86 18.37 15.36
H 11.20 18.83 19.28
H 11.30 21.24 19.08
H 11.31 23.00 17.09
H 11.53 16.80 18.30

(2)
234
Properties=species:S:1:pos:R:3 method="wB97M-V/def2-TZVPD" homo_ev="-9.591 / -10.521" spin_multiplicity=3 largest_force_ev_per_a=4.3 e_tot_ha=-7271.4711 charge=+1 s_squared=2.01 lumo_ev="-1.044 / -1.045" homo_lumo_gap_ev="8.5 / 9.5"
V 19.21 14.57 21.63
C 21.00 17.21 24.15
C 21.36 15.97 23.17
O 20.45 15.89 22.07
H 21.87 17.70 24.52
H 20.33 17.06 25.00
H 20.51 17.98 23.51
H 21.45 15.05 23.72
H 22.30 16.26 22.73
C 17.70 12.58 19.95
O 16.39 12.18 20.19
O 18.21 13.00 21.13
C 18.46 11.34 19.35
F 18.22 11.27 18.04
F 19.85 11.47 19.52
F 18.22 10.14 20.00
C 15.41 12.66 19.30
C 14.81 14.07 19.57
H 15.64 14.73 19.71
H 14.18 14.37 18.75
H 14.22 14.18 20.52
H 14.55 11.94 19.34
H 15.79 12.62 18.22
H 17.89 13.30 19.09
C 19.45 7.93 16.79
O 18.27 8.31 16.83
N 20.07 7.13 15.90
C 21.51 6.83 15.98
C 19.15 6.33 14.97
H 20.22 8.34 17.50
H 21.61 5.77 16.11
H 21.91 7.42 16.79
H 21.99 7.10 15.08
H 19.03 6.83 13.97
H 19.57 5.33 14.72
H 18.12 6.12 15.37
C 20.78 15.29 19.12
O 20.05 14.52 19.79
N 22.02 15.02 18.90
C 22.80 15.90 18.03
C 22.73 13.84 19.41
H 20.40 16.09 18.50
H 23.02 15.41 17.11
H 23.64 16.28 18.56
H 22.08 16.69 17.75
H 23.44 14.01 20.18
H 22.02 13.19 19.80
H 23.40 13.39 18.63
C 18.41 16.04 15.75
O 18.92 15.54 16.75
N 17.33 16.89 15.85
C 16.43 17.32 14.77
C 16.81 17.04 17.20
H 18.79 15.95 14.72
H 17.04 17.76 13.97
H 15.83 18.07 15.24
H 15.85 16.37 14.37
H 16.38 16.15 17.61
H 17.55 17.36 17.89
H 15.96 17.78 17.08
C 12.66 9.60 20.00
O 11.76 10.12 19.43
N 13.24 10.14 21.12
C 14.47 9.64 21.64
C 12.81 11.47 21.60
H 13.21 8.68 19.70
H 15.30 10.22 21.26
H 14.62 8.53 21.26
H 14.44 9.57 22.76
H 13.74 12.04 21.89
H 12.27 12.01 20.84
H 12.09 11.33 22.48
C 12.32 17.83 21.81
O 12.76 18.65 21.07
N 11.36 18.11 22.69
C 10.58 16.97 23.19
C 10.78 19.44 22.68
H 12.50 16.79 21.64
H 9.59 17.06 22.68
H 10.48 17.08 24.25
H 11.05 16.13 22.88
H 11.35 19.98 21.98
H 9.75 19.25 22.48
H 10.96 19.81 23.71
C 16.99 14.57 23.54
O 18.20 14.94 23.44
N 16.04 15.30 24.10
C 14.71 14.74 24.43
C 16.48 16.49 24.78
H 16.66 13.71 22.98
H 14.25 14.35 23.57
H 14.07 15.50 24.92
H 14.79 13.96 25.18
H 17.56 16.27 25.09
H 16.57 17.36 24.12
H 15.90 16.60 25.76
C 17.19 16.75 20.65
O 17.97 15.78 20.64
N 17.62 17.98 20.40
C 16.78 19.12 20.25
C 18.98 18.24 20.00
H 16.12 16.60 20.73
H 16.53 19.23 19.19
H 17.25 19.98 20.70
H 15.83 18.88 20.74
H 19.63 17.51 20.52
H 19.05 18.14 18.88
H 19.22 19.28 20.23
C 16.90 11.08 25.96
O 17.02 12.09 25.24
N 17.02 9.77 25.51
C 16.61 8.63 26.32
C 17.18 9.52 24.08
H 16.67 11.04 27.04
H 17.40 7.93 26.36
H 15.63 8.17 25.95
H 16.54 8.82 27.41
H 17.02 10.43 23.55
H 18.11 8.99 23.94
H 16.49 8.71 23.71
C 9.91 17.70 19.20
O 9.40 16.75 19.72
N 10.56 17.69 17.99
C 11.20 18.88 17.48
C 10.64 16.44 17.29
H 10.01 18.66 19.71
H 10.60 19.27 16.71
H 12.24 18.60 17.10
H 11.52 19.56 18.31
H 10.04 15.76 17.86
H 10.19 16.53 16.29
H 11.63 15.97 17.20
C 20.07 12.49 23.53
O 20.51 13.16 22.60
N 20.63 11.39 23.97
C 20.30 10.77 25.23
C 21.86 10.83 23.30
H 19.15 12.70 24.08
H 20.11 9.76 24.98
H 19.37 11.19 25.62
H 21.14 10.86 25.89
H 22.59 10.67 24.07
H 21.54 9.87 22.97
H 22.22 11.51 22.55
C 8.94 10.61 17.37
C 10.22 10.10 16.76
O 11.11 11.27 16.66
C 10.51 12.28 17.36
O 10.99 13.36 17.47
O 9.32 11.90 17.93
H 8.56 9.91 18.13
H 8.23 10.74 16.51
H 10.06 9.81 15.70
H 10.73 9.35 17.32
C 21.27 12.67 16.43
C 22.22 11.48 16.30
O 21.94 10.90 14.99
C 20.76 11.41 14.63
O 20.17 11.03 13.66
O 20.31 12.32 15.50
H 21.74 13.58 16.05
H 20.80 12.83 17.42
H 21.95 10.81 17.09
H 23.22 11.86 16.40
C 21.21 13.73 12.02
C 22.71 13.43 12.02
O 23.14 14.00 13.32
C 22.15 14.76 13.78
O 22.26 15.33 14.83
O 21.11 14.92 12.87
H 20.67 12.92 12.47
H 20.76 13.97 11.08
H 23.12 14.07 11.24
H 23.09 12.37 11.93
C 17.55 10.64 14.92
C 17.23 9.76 13.72
O 15.87 9.34 14.01
C 15.39 9.91 15.14
O 14.32 9.65 15.60
O 16.32 10.72 15.73
H 17.94 11.68 14.73
H 18.22 10.12 15.58
H 17.89 8.86 13.56
H 17.19 10.26 12.81
C 18.22 6.02 21.21
C 19.53 6.06 20.43
O 20.45 6.68 21.40
C 19.71 7.39 22.26
O 20.17 8.12 23.07
O 18.37 7.14 22.16
H 18.12 5.12 21.78
H 17.28 6.28 20.67
H 19.49 6.65 19.53
H 19.83 5.04 20.29
C 13.43 12.30 13.99
C 14.04 13.14 15.09
O 15.17 13.75 14.47
C 15.51 12.99 13.36
O 16.50 13.14 12.69
O 14.57 12.11 13.17
H 12.64 12.83 13.50
H 13.10 11.30 14.20
H 14.38 12.59 15.93
H 13.29 13.93 15.37
C 11.42 12.30 26.98
C 10.73 11.12 26.34
O 11.72 10.69 25.41
C 12.91 11.36 25.56
O 13.88 11.02 24.99
O 12.71 12.38 26.36
H 11.51 12.31 28.05
H 10.84 13.16 26.70
H 9.80 11.30 25.83
H 10.59 10.36 27.06
C 15.53 6.76 16.33
C 15.42 7.56 17.62
O 16.02 6.71 18.64
C 16.61 5.66 18.06
O 17.23 4.89 18.75
O 16.45 5.67 16.74
H 15.93 7.19 15.46
H 14.66 6.34 15.95
H 14.39 7.61 17.93
H 15.96 8.49 17.65
C 10.79 14.01 21.10
C 9.67 13.16 21.69
O 10.06 13.02 23.08
C 11.22 13.63 23.32
O 11.59 13.82 24.43
O 11.77 14.02 22.17
H 10.53 15.01 20.85
H 11.23 13.46 20.29
H 9.68 12.07 21.35
H 8.62 13.59 21.63